1.
ORCA calculation (the ωB97M-V functional and the def2-TZVPD basis) on C43H47AgAsGeN4S as an isolated structure.

Its energy is -6743.4534 Eh. As for the spin multiplicity: 1. For the HOMO-LUMO gap, the calculation gives 0.2806 Eh. Its charge is +1.

```
98
C43H47AgAsGeN4S, DFT the ωB97M-V functional and the def2-TZVPD basis
Ag 0.401 -0.045 0.406
As 0.101 2.503 -0.193
Ge 1.121 -2.373 -0.500
S -0.322 -0.419 -1.792
N 2.879 0.213 0.353
N 3.185 -0.144 2.676
N 0.809 -0.499 2.565
N -2.705 -0.720 0.894
C -0.616 -4.762 -0.222
C -3.916 3.174 -1.317
C -7.652 0.954 -0.272
C 0.730 4.290 0.225
C -0.084 5.414 0.123
C 3.500 -4.827 -1.927
C -7.253 0.883 1.057
C 2.567 5.693 0.916
C -0.325 -0.797 3.242
C 0.425 6.671 0.422
C 0.820 -0.943 5.308
C 2.400 -4.024 -2.614
C 2.057 4.437 0.624
C -1.801 2.855 -0.209
C -2.556 2.887 -1.374
C 1.978 -0.641 4.638
C -0.627 -3.251 -0.468
C 1.148 3.174 -4.226
C -0.194 -5.132 1.196
C -5.515 0.118 -0.976
C 3.668 0.196 1.414
C 2.226 -2.582 -2.105
C -5.984 0.432 1.377
C 5.560 0.847 0.102
C 5.033 0.506 1.324
C 1.950 -0.424 3.253
C -3.775 3.390 1.073
C 3.406 0.550 -0.835
C 0.890 3.347 -2.871
C -5.115 0.052 0.357
C 0.466 2.282 -2.085
C -4.523 3.432 -0.097
C 3.215 -5.161 -0.465
C 0.974 1.925 -4.797
C -3.780 -0.378 0.680
C -2.419 3.095 1.017
C -0.370 -1.027 4.593
C -0.265 -6.633 1.454
C -6.785 0.570 -1.287
C 0.559 0.852 -4.019
C 0.304 1.013 -2.658
C 1.749 6.811 0.817
C 4.730 0.876 -1.016
H 3.918 -0.136 3.367
H 0.841 -1.112 6.376
H 0.826 -4.778 1.383
H -1.105 -3.006 -1.418
H 1.933 -2.456 0.805
H 4.444 -4.277 -2.000
H 6.611 1.090 0.015
H 2.629 -3.967 -3.680
H 2.144 7.791 1.048
H 1.480 4.010 -4.827
H 5.658 0.477 2.209
H 3.598 5.802 1.224
H -5.660 0.378 2.408
H -1.308 -1.264 5.073
H 0.050 -6.881 2.467
H 0.380 -7.179 0.761
H -4.245 3.590 2.027
H 2.694 3.562 0.707
H -8.645 1.308 -0.518
H 2.919 -0.570 5.169
H 1.169 1.775 -5.851
H -2.085 2.701 -2.332
H -1.219 -0.850 2.635
H 1.454 -4.569 -2.544
H 2.713 0.552 -1.669
H 1.721 -1.980 -2.858
H 0.429 -0.126 -4.464
H -5.582 3.655 -0.056
H 5.105 1.143 -1.993
H 1.018 4.322 -2.416
H -0.212 7.542 0.343
H 2.277 -5.712 -0.366
H -1.836 3.068 1.931
H -4.499 3.203 -2.229
H -0.836 -4.602 1.907
H 0.033 -5.271 -0.939
H -4.820 -0.174 -1.753
H 3.642 -5.756 -2.483
H 4.006 -5.780 -0.041
H 3.201 -2.127 -1.916
H -1.205 -2.755 0.317
H 3.151 -4.260 0.151
H -7.933 1.179 1.844
H -1.623 -5.151 -0.403
H -1.116 5.308 -0.187
H -7.101 0.624 -2.320
H -1.283 -7.002 1.318
```


2.
ORCA calculation (the ωB97M-V functional and the def2-TZVPD basis) on a 5-piece molecular cluster, C5H20O5 overall at a distorted geometry.

Its energy is -578.5993 Eh. As for the spin multiplicity: 1. For the HOMO-LUMO gap, the calculation gives 0.3551 Eh. The structure (SMILES) is CCO.CO.CO.CO.O. Its charge is 0.

```
30
C5H20O5, DFT the ωB97M-V functional and the def2-TZVPD basis
O -19.424 13.299 19.949
O -19.302 12.272 16.848
O -15.500 13.873 17.037
O -15.940 13.623 24.027
O -15.420 11.945 19.079
C -14.789 15.070 17.342
C -17.499 10.540 16.680
C -18.107 13.463 19.485
C -18.814 11.136 16.144
C -15.228 13.827 22.856
H -14.808 12.018 19.811
H -13.745 15.056 17.031
H -19.611 10.398 16.055
H -14.250 14.269 23.043
H -15.273 15.941 16.899
H -17.596 14.367 19.815
H -15.248 13.094 17.539
H -16.713 11.221 16.353
H -17.428 10.493 17.767
H -15.441 11.010 18.876
H -18.921 13.032 16.403
H -18.665 11.510 15.131
H -19.867 12.640 19.410
H -15.574 14.593 22.162
H -18.221 13.589 18.408
H -14.779 15.255 18.416
H -17.375 9.506 16.357
H -15.223 12.896 22.289
H -15.910 14.487 24.446
H -17.492 12.583 19.675
```


3.
ORCA calculation (the ωB97M-V functional and the def2-TZVPD basis) on a 2-piece molecular cluster, C11H21N3O4 overall at a distorted geometry.

Its energy is -897.0504 Eh. As for the spin multiplicity: 1. For the HOMO-LUMO gap, the calculation gives 0.3505 Eh. The structure (SMILES) is O=C(O)[C@@H]1CCCNC1.CNC(=O)CNC(C)=O. Its charge is 0.

```
39
C11H21N3O4, DFT the ωB97M-V functional and the def2-TZVPD basis
O -0.700 -1.676 0.300
O -0.142 0.437 -0.327
O 0.434 4.007 3.215
O -2.016 -0.576 2.257
N -0.186 2.975 1.310
N 1.930 -3.257 -2.575
N -0.143 0.505 2.706
C -1.450 0.315 2.874
C 1.194 -3.219 -3.849
C 0.643 1.634 3.210
C -0.597 4.172 0.579
C 1.182 -2.753 -1.413
C 0.299 2.979 2.560
C -0.077 -0.772 -0.495
C 0.755 -1.299 -1.666
C -2.241 1.207 3.811
C 0.770 -1.780 -4.144
C -0.038 -1.189 -2.982
H 1.697 1.435 3.015
H -0.989 -1.725 -2.888
H 0.312 -3.866 -3.795
H -1.787 1.198 4.799
H 1.808 -2.803 -0.516
H -1.267 -1.194 0.950
H -0.254 2.083 0.830
H 1.665 -1.171 -4.309
H 0.174 -1.754 -5.061
H 0.512 1.727 4.288
H -0.266 -0.138 -3.192
H 2.293 -4.194 -2.395
H -2.262 2.223 3.421
H 0.315 -0.128 2.068
H 0.216 4.901 0.571
H -0.852 3.908 -0.449
H -1.466 4.621 1.062
H 1.659 -0.688 -1.746
H 1.831 -3.588 -4.660
H -3.261 0.831 3.880
H 0.304 -3.388 -1.245
```


The records above give, respectively, ΔE to the lowest compared entry with this formula, charge and spin values of 0.987 1.835 0.238 eV.